[1]
{
  "formula": "C23H17BrN4S5SbTl",
  "method": "wB97M-V/def2-TZVPD",
  "total_charge": -2,
  "elements": ["H", "C", "Tl", "C", "C", "C", "S", "N", "C", "H", "C", "N", "H", "H", "H", "H", "C", "H", "H", "H", "N", "H", "C", "H", "C", "C", "C", "C", "H", "H", "S", "C", "Br", "C", "C", "C", "S", "C", "C", "Sb", "H", "C", "H", "C", "S", "H", "C", "N", "S", "H", "C", "C"],
  "positions_angstrom": [[-3.25, 5.29, 2.42], [0.87, 2.25, -2.62], [-0.83, -0.21, 1.12], [2.34, -4.98, -3.53], [-3.35, 3.37, 1.49], [1.52, -2.82, -1.97], [-2.80, -1.45, 2.28], [0.75, -1.83, 0.11], [-2.66, 2.18, 1.21], [-0.37, -3.81, -1.84], [0.57, 5.22, 3.62], [0.80, -4.28, 2.55], [0.35, -5.74, -3.23], [1.21, 1.43, -4.58], [1.05, 6.03, 4.15], [0.41, -4.31, 3.48], [2.81, -2.86, -2.49], [1.28, -0.92, -3.74], [2.35, 4.00, 3.55], [2.65, -5.82, -4.13], [0.89, -3.03, 0.67], [-1.33, 6.19, 3.49], [-2.73, 4.37, 2.17], [-4.39, 3.45, 1.17], [-1.35, 1.98, 1.59], [-1.38, 4.24, 2.57], [-0.75, 5.30, 3.26], [-0.67, 3.04, 2.26], [-3.21, 1.40, 0.69], [0.47, 2.68, -0.55], [0.71, -1.69, 3.03], [0.80, -3.03, 1.99], [1.83, 1.55, 2.20], [0.64, -3.86, -2.24], [1.31, 4.07, 3.29], [1.09, 1.22, -3.52], [-4.49, -3.59, -0.50], [1.04, -4.93, -3.02], [1.07, -1.68, -1.13], [-3.97, -1.45, 0.15], [3.50, -2.05, -2.28], [1.15, -0.08, -3.06], [0.51, -5.02, 1.93], [0.68, 1.92, -1.29], [-2.13, -0.54, -1.13], [0.83, 3.28, -2.94], [0.70, 3.03, 2.63], [0.73, 0.67, -0.84], [-5.69, 0.07, 0.17], [4.23, -3.98, -3.65], [3.22, -3.94, -3.26], [0.98, -0.33, -1.70]]
}

[2]
{
  "formula": "C31H39NO4",
  "method": "wB97M-V/def2-TZVPD",
  "relative_energy_ev": 1.4094,
  "total_charge": 0,
  "elements": ["H", "H", "H", "H", "H", "C", "C", "H", "H", "C", "C", "H", "C", "H", "C", "H", "C", "C", "C", "H", "C", "C", "O", "H", "H", "C", "H", "C", "C", "C", "H", "H", "H", "H", "H", "H", "C", "H", "H", "H", "H", "H", "H", "H", "C", "O", "C", "C", "H", "H", "C", "H", "C", "C", "O", "H", "H", "H", "N", "H", "C", "C", "H", "C", "H", "C", "C", "C", "C", "O", "C", "H", "C", "H", "H"],
  "positions_angstrom": [[-4.88, 2.94, -0.74], [1.89, 2.56, -4.27], [-4.70, -0.61, 3.35], [-1.63, -7.03, -3.37], [0.14, -1.92, -3.88], [-2.74, 0.59, 2.36], [-2.23, -6.50, -2.62], [3.44, 2.48, -3.46], [-5.29, -2.98, 2.61], [1.47, -0.25, -4.09], [2.34, 0.62, -3.42], [-5.32, -2.46, -3.82], [-2.71, 2.14, 0.32], [-2.19, -7.08, -1.69], [-0.26, 4.99, 2.77], [1.20, -0.08, -5.13], [-1.75, -2.87, -2.34], [-2.53, -4.00, -2.67], [-0.71, 3.86, 1.83], [-3.79, -0.50, -3.61], [-3.80, -3.89, -3.23], [-2.86, 3.63, 3.08], [-3.46, -0.35, 1.71], [-4.95, 0.27, -2.28], [-5.81, -1.72, 1.49], [-4.28, -2.60, -3.48], [0.33, 4.54, 3.58], [-4.09, -1.22, 2.67], [2.22, -0.77, -1.45], [0.45, -2.46, -1.20], [-3.27, -6.46, -2.96], [-3.70, 2.57, -2.01], [-4.39, -2.72, 1.13], [0.61, -6.45, -2.47], [0.15, 3.33, 1.38], [-4.39, -4.79, -3.42], [2.83, 0.26, -2.15], [2.56, -1.04, -0.45], [-3.45, 5.42, 4.05], [-1.55, -0.76, -2.48], [0.43, -6.31, -0.70], [-3.47, 2.92, 3.64], [0.77, -2.60, -0.16], [-1.05, 6.40, 4.21], [-1.42, 5.77, 3.39], [-2.54, 0.50, 3.58], [1.13, -1.50, -2.00], [0.53, -5.74, -1.63], [-1.83, 6.47, 2.65], [-2.25, 4.50, 4.92], [2.75, 1.90, -4.09], [3.21, 1.70, -5.06], [0.86, -1.28, -3.38], [-0.53, -3.34, -1.72], [-2.38, 3.21, -0.22], [-3.34, -1.75, 3.28], [-3.44, 3.93, 2.19], [-5.75, 1.73, -2.83], [-1.78, -5.14, -2.37], [-1.29, 4.28, 1.00], [-2.18, 1.72, 1.62], [-0.58, -4.78, -1.83], [0.41, 5.67, 2.23], [-1.65, 2.84, 2.51], [1.46, -5.17, -1.58], [-4.37, 2.12, -1.27], [-3.46, -1.48, -3.27], [-4.93, -2.20, 1.92], [-2.53, 4.85, 3.92], [-3.62, 1.36, -0.31], [-2.21, -1.60, -2.67], [-6.22, 1.01, -1.29], [-5.37, 1.22, -1.94], [3.66, 0.81, -1.71], [-1.12, 2.30, 3.31]]
}

Summary of electronic energy in eV
-165540.4783, -42456.4031
(order as listed above)
Summary of strongest force on any atom in hartree/bohr
0.0182, 0.0605
(order as listed above)